The following is a DFT calculation (ωB97M-V/def2-TZVPD) of a structure of composition C35H29AuN3O4P2 in a non-equilibrium geometry.

ORCA input file:
```
! RIJCOSX wB97M-V def2-TZVPD def2/J DEFGRID3
* xyz 1 1
Au -0.59638 -0.28956 -0.72445
C 0.20872 0.65834 2.31702
P -0.98990 -0.65402 1.80813
C -0.60498 -2.24975 2.54707
C 0.51637 -2.51604 3.32627
C 0.76237 -3.81656 3.73160
C -0.08756 -4.84725 3.35385
C -1.19839 -4.58614 2.56191
C -1.44894 -3.29204 2.15032
C -2.53153 -0.05606 2.58297
C -3.13542 1.07769 2.04291
C -4.28140 1.59235 2.61907
C -4.83651 0.97068 3.72839
C -4.23811 -0.15785 4.26665
C -3.09053 -0.68051 3.69465
C -0.03129 1.81694 1.42959
C -0.00181 3.20303 1.64610
C -0.28829 3.80999 0.42894
C -0.49806 2.77459 -0.49872
C -0.79181 2.80280 -1.94952
P -1.41216 1.16679 -2.54522
C -3.21350 1.20938 -2.42834
C -3.94000 0.33312 -3.23769
C -5.31953 0.29458 -3.15550
C -5.98094 1.11964 -2.25745
C -5.25982 1.97073 -1.43498
C -3.87912 2.01325 -1.50810
C -0.99738 1.32639 -4.30740
C 0.30562 1.00899 -4.68907
C 0.72039 1.26829 -5.98378
C -0.16029 1.83675 -6.89179
C -1.46029 2.13358 -6.51341
C -1.88781 1.88137 -5.22210
N -0.34174 1.59804 0.12847
H 1.20561 0.24853 2.10868
H 0.10209 0.92250 3.37315
H 1.18616 -1.71713 3.60244
H 1.62741 -4.02646 4.34285
H 0.12398 -5.85988 3.66085
H -1.84187 -5.39408 2.24729
H -2.29945 -3.06184 1.51817
H -2.69913 1.55024 1.17323
H -4.75079 2.47142 2.20140
H -5.73924 1.36373 4.17073
H -4.67302 -0.63480 5.13355
H -2.62049 -1.55587 4.11930
H 0.22134 3.68188 2.57822
H -0.32077 4.85748 0.20646
H 0.13473 2.97936 -2.51510
H -1.49875 3.59727 -2.21406
H -3.40991 -0.31077 -3.92892
H -5.88126 -0.38150 -3.78401
H -7.05907 1.10213 -2.20059
H -5.77860 2.59613 -0.72626
H -3.32164 2.66352 -0.85086
H 0.98284 0.57092 -3.96446
H 1.73272 1.04773 -6.28758
H 0.17019 2.04640 -7.89734
H -2.13782 2.58696 -7.22028
H -2.89493 2.12673 -4.91696
O 1.42646 -5.72870 0.52279
C 0.21353 -5.74618 0.03081
O -0.51207 -6.70357 0.09659
C -0.29155 -4.49623 -0.63359
C -1.44564 -4.45124 -1.39901
N -1.64174 -3.17906 -1.76634
N -0.68281 -2.38420 -1.27824
C 0.14666 -3.15709 -0.58078
C 1.29016 -2.53501 0.18705
O 2.21410 -3.25057 0.54953
O 1.16651 -1.29879 0.42315
H 1.88904 -4.83836 0.47347
H -2.10676 -5.25004 -1.66783
H -2.37862 -2.81367 -2.35346
*
```

Properties
strongest force on any atom: 2.03 eV/A
energy relative to the best compared isomer or geometry (same formula, charge and spin): 158.0 kJ/mol
LUMO energy (spin up / spin down): -5.268 / -5.270 eV
Kohn-Sham gap (spin up / spin down): 5.20 / 5.20 eV
HOMO level (spin up / spin down): -0.385 / -0.385 Eh
total energy: -2634.5711 Ha